No. 1
Here is C18H18BN9OSTi as an isolated structure from the OMol25 dataset. Energies are from the ωB97M-V functional and the def2-TZVPD basis.

Results
multiplicity: 4
total charge: -1
HOMO level (spin up / spin down): -0.0792 / -0.1537 Eh
expectation value of S²: 3.781

CARTESIAN COORDINATES (ANGSTROEM)
Ti (0.026698, -1.079708, -1.289991)
C (-4.004470, 0.765233, -1.229727)
C (-3.041555, -0.079736, -1.790003)
N (-1.879813, 0.054359, -1.170739)
N (-2.064324, 0.974107, -0.200627)
C (-3.335221, 1.416554, -0.216624)
B (-0.923018, 1.407995, 0.766173)
N (-0.504487, 0.201210, 1.633105)
C (-0.293544, 0.036897, 2.951933)
C (0.293131, -1.199112, 3.144405)
C (0.423376, -1.724678, 1.851747)
N (-0.050231, -0.877192, 0.951914)
N (0.320718, 1.855344, -0.056287)
C (1.140645, 2.913394, 0.119503)
C (2.164518, 2.821818, -0.797777)
C (1.898953, 1.634535, -1.494046)
N (0.805495, 1.050555, -1.028084)
N (-1.443489, 2.600749, 1.571862)
C (-1.676084, 3.840692, 1.081699)
C (-2.401918, 4.541491, 2.013920)
C (-2.572278, 3.623577, 3.066290)
N (-2.016473, 2.457407, 2.788660)
H (-5.036026, 0.877714, -1.514956)
H (-3.129917, -0.781986, -2.603473)
H (-3.686722, 2.145102, 0.494404)
H (-0.610507, 0.792615, 3.647184)
H (0.573923, -1.652964, 4.077973)
H (0.830705, -2.670474, 1.528664)
H (0.945542, 3.654035, 0.875354)
H (2.980402, 3.509630, -0.936518)
H (2.440396, 1.174814, -2.305422)
H (-1.335763, 4.128366, 0.101006)
H (-2.750826, 5.557429, 1.948377)
H (-3.081821, 3.762051, 4.007209)
O (1.318593, -1.550924, -2.797773)
N (1.910172, -2.297152, -1.743888)
C (3.191278, -1.821767, -1.417020)
C (4.227882, -2.638699, -1.105529)
C (4.055462, -4.036015, -1.079598)
C (2.768763, -4.520589, -1.361258)
C (1.729941, -3.697624, -1.711225)
S (0.148754, -4.370667, -2.046851)
H (3.272570, -0.747256, -1.453392)
H (5.183316, -2.189940, -0.861580)
H (4.866505, -4.702498, -0.823762)
H (2.545953, -5.577483, -1.277933)
C (-0.987937, -3.103173, -1.473438)
H (-1.746067, -3.007190, -2.261307)
H (-1.491178, -3.470841, -0.572574)

Forces on atoms 1 to 3 (eV/Å):
Ti 0.0183 -0.3696 -0.1151
C -0.0696 0.0315 0.0131
C -0.0535 -0.0972 -0.1242



No. 2
Here is C18H18Br2CoNS as an isolated structure from the OMol25 dataset. Energies are from the ωB97M-V functional and the def2-TZVPD basis.

Results
multiplicity: 5
total charge: +2
HOMO level (spin up / spin down): -0.5569 / -0.5654 Eh
expectation value of S²: 6.050

CARTESIAN COORDINATES (ANGSTROEM)
Co (-1.623151, 1.618829, -1.407013)
Br (-2.938310, 2.151928, -3.882361)
C (-2.114356, 0.530579, -4.539470)
Br (-1.061750, -0.206231, -3.090161)
H (-1.453834, 0.763429, -5.365571)
H (-2.879701, -0.185461, -4.812394)
C (1.612144, -4.358707, 0.765795)
C (2.054242, -3.087332, -0.000446)
C (1.557798, -3.180741, -1.440056)
C (3.602197, -3.034426, -0.006382)
C (1.534804, -1.881644, 0.728621)
C (1.918347, -1.661042, 2.095455)
C (1.487100, -0.586190, 2.827435)
C (0.637785, 0.330298, 2.210318)
S (-0.063788, 1.755523, 2.846468)
C (-0.847493, 2.035780, 1.307229)
N (-0.592197, 1.112057, 0.380987)
C (0.236201, 0.136625, 0.843145)
C (0.692357, -0.966852, 0.126281)
C (-1.693239, 3.135477, 1.013463)
C (-1.997361, 4.140624, 1.953518)
C (-2.826162, 5.172816, 1.587615)
C (-3.355716, 5.215635, 0.296159)
C (-3.054240, 4.217486, -0.638715)
C (-2.226483, 3.165377, -0.309656)
H (1.992956, -5.232406, 0.239690)
H (0.522841, -4.421099, 0.803894)
H (1.998700, -4.384592, 1.784242)
H (1.972293, -4.073883, -1.903550)
H (1.879424, -2.322812, -2.036691)
H (0.468534, -3.261687, -1.489182)
H (3.978516, -3.911116, -0.530743)
H (4.021154, -3.038754, 0.999494)
H (3.950841, -2.139934, -0.526233)
H (2.577542, -2.371063, 2.576680)
H (1.797898, -0.454206, 3.854798)
H (0.378834, -1.092298, -0.896932)
H (-1.581203, 4.098499, 2.953889)
H (-3.068572, 5.951108, 2.297655)
H (-4.008502, 6.031007, 0.012071)
H (-3.486448, 4.289401, -1.629343)

Forces on atoms 1 to 3 (eV/Å):
Co -0.0037 0.1232 0.2020
Br 0.0742 -0.1212 -0.0163
C -0.2454 0.3319 -0.0638



No. 3
Here is C18H18Br2MnN2O5PSTe as an isolated structure from the OMol25 dataset. Energies are from the ωB97M-V functional and the def2-TZVPD basis.

Results
multiplicity: 3
HOMO level (spin up / spin down): -0.2669 / -0.2670 Eh
expectation value of S²: 2.071

CARTESIAN COORDINATES (ANGSTROEM)
Mn (-0.063053, -0.269017, 0.356942)
Br (1.349103, 4.549751, 0.437904)
C (2.386264, 2.978434, 0.418107)
C (3.788525, 3.078381, 0.506955)
C (4.580026, 1.966263, 0.491785)
Br (6.458691, 2.159432, 0.619819)
C (4.004386, 0.676062, 0.384721)
C (4.700033, -0.551207, 0.366957)
C (4.007168, -1.727253, 0.268718)
C (2.606678, -1.699803, 0.184851)
N (1.934506, -0.571543, 0.191520)
C (2.604172, 0.608409, 0.294491)
C (1.756260, 1.755621, 0.308326)
O (0.466769, 1.563253, 0.213783)
H (4.235581, 4.059037, 0.590599)
H (5.779619, -0.549925, 0.433890)
H (4.519501, -2.678248, 0.257945)
H (2.027700, -2.612928, 0.123923)
O (-1.849247, 0.288456, 0.149657)
N (-2.757976, -0.615602, -0.231778)
C (-4.050979, -0.260534, -0.103644)
C (-5.039680, -1.126401, -0.474903)
C (-4.683965, -2.382807, -0.971433)
C (-3.358502, -2.724433, -1.071445)
C (-2.364766, -1.822594, -0.680307)
S (-0.671855, -2.150854, -0.711547)
H (-4.203336, 0.723927, 0.309148)
H (-6.071439, -0.830170, -0.363128)
H (-5.448878, -3.088995, -1.263571)
H (-3.045362, -3.693333, -1.431327)
C (-0.201965, 2.627928, 3.485466)
C (-1.341156, 1.639196, 3.551520)
O (-0.894498, 0.438357, 4.219150)
P (-0.755226, -0.915173, 3.380057)
O (0.127079, -0.520264, 2.158892)
Te (-2.757097, -2.030809, 3.001160)
O (0.196204, -1.759547, 4.328075)
C (1.458311, -1.208382, 4.768653)
C (1.384691, -0.869276, 6.239088)
H (-0.536427, 3.546957, 3.001977)
H (0.623154, 2.221776, 2.899986)
H (0.155160, 2.868792, 4.487429)
H (-1.712739, 1.394318, 2.553461)
H (-2.174615, 2.022892, 4.139548)
H (1.709405, -0.331618, 4.169335)
H (2.201883, -1.980938, 4.572842)
H (0.634445, -0.098796, 6.410539)
H (2.352609, -0.501847, 6.584533)
H (1.119540, -1.751647, 6.820829)

Forces on atoms 1 to 3 (eV/Å):
Mn 0.0028 -0.0420 -0.0768
Br 0.0130 -0.0044 -0.0092
C -0.0223 0.0085 -0.0117



No. 4
Here is a 10-piece molecular cluster, C18H18Cl24N2 overall from the OMol25 dataset. Energies are from the ωB97M-V functional and the def2-TZVPD basis.

Results
structure (SMILES): ClC(Cl)Cl.ClC(Cl)Cl.ClC(Cl)Cl.ClC(Cl)Cl.ClC(Cl)Cl.ClC(Cl)Cl.ClC(Cl)Cl.ClC(Cl)Cl.c1ccncc1.c1ccncc1
HOMO level: -0.3511 Eh

CARTESIAN COORDINATES (ANGSTROEM)
N (-4.750484, -5.683110, 2.650219)
C (-5.544904, -5.872470, 3.735879)
C (-5.856984, -4.823180, 4.653039)
C (-5.243604, -3.592430, 4.490249)
C (-4.438424, -3.402900, 3.384039)
C (-4.226404, -4.450780, 2.494059)
H (-5.972584, -6.850090, 3.902479)
H (-6.476804, -5.144110, 5.477189)
H (-5.334744, -2.743780, 5.151979)
H (-3.917484, -2.474830, 3.200399)
H (-3.552034, -4.260040, 1.672329)
N (0.277886, -0.944740, 0.475499)
C (0.631046, -0.148070, 1.518389)
C (0.864386, 1.220100, 1.395569)
C (0.792456, 1.762590, 0.123309)
C (0.446506, 0.981270, -0.930521)
C (0.165136, -0.364240, -0.780511)
H (0.638856, -0.535540, 2.526459)
H (1.200106, 1.842480, 2.211859)
H (1.039006, 2.807690, 0.007629)
H (0.492156, 1.437440, -1.908391)
H (-0.209704, -1.009250, -1.561441)
C (4.233726, -0.061360, -6.131641)
Cl (4.205516, 1.185080, -4.954581)
Cl (3.713446, -1.553320, -5.446191)
Cl (5.870446, -0.244530, -6.942931)
H (3.586166, 0.086960, -6.995801)
C (-1.422964, 7.972160, 0.122099)
Cl (-1.796764, 6.478660, -0.820821)
Cl (-0.656104, 7.579860, 1.699349)
Cl (-2.923844, 8.974580, 0.307949)
H (-0.726534, 8.614620, -0.416731)
C (2.423176, -5.862880, 0.135049)
Cl (1.975156, -5.687200, -1.599221)
Cl (3.918436, -6.794240, 0.305609)
Cl (1.050286, -6.599790, 1.046779)
H (2.582436, -4.858170, 0.526559)
C (5.973166, 6.666010, 3.202999)
Cl (6.776356, 6.293200, 4.643209)
Cl (4.578186, 5.568500, 3.071429)
Cl (6.931106, 6.470370, 1.756329)
H (5.697956, 7.719900, 3.243859)
C (5.495226, -0.487600, -0.112471)
Cl (6.177796, 1.135700, 0.105329)
Cl (5.652996, -1.343480, 1.444129)
Cl (6.363956, -1.380030, -1.383181)
H (4.430226, -0.437290, -0.339041)
C (-2.282664, 2.053490, -6.103981)
Cl (-2.993864, 1.236280, -4.657461)
Cl (-1.295164, 0.889270, -6.998411)
Cl (-1.281844, 3.434330, -5.549041)
H (-3.085654, 2.398900, -6.755141)
C (-2.480604, -4.987140, -6.866811)
Cl (-0.927204, -4.626850, -7.666111)
Cl (-3.718474, -4.151930, -7.775111)
Cl (-2.522084, -4.268880, -5.175421)
H (-2.674824, -6.058770, -6.822281)
C (-2.413434, 3.427660, 6.733639)
Cl (-0.696644, 3.360070, 6.370779)
Cl (-2.713994, 4.160330, 8.349649)
Cl (-3.251364, 1.875270, 6.617649)
H (-2.795134, 4.070270, 5.940259)

Forces on atoms 1 to 3 (eV/Å):
N -0.4079 0.2857 0.8704
C 0.5285 2.1385 -0.3986
C 0.6580 -1.6928 -0.7682



No. 5
Here is an isolated molecule of C18H18ClN5OS from the OMol25 dataset. Energies are from the ωB97M-V functional and the def2-TZVPD basis.

Results
structure (SMILES): Cc1nnc(S[C@H](C)C(=O)Nc2ccc(Cl)cn2)n1Cc1ccccc1
HOMO level: -0.3089 Eh

CARTESIAN COORDINATES (ANGSTROEM)
C (-2.867067, -0.712354, -3.708614)
C (-2.148892, 0.027889, -2.648343)
N (-0.948460, 0.517188, -2.742931)
N (-0.640052, 1.116597, -1.580440)
C (-1.668272, 0.989389, -0.780336)
N (-2.670377, 0.309001, -1.409622)
C (-3.925056, -0.081538, -0.826839)
C (-3.741749, -1.133024, 0.243696)
C (-4.524779, -1.102096, 1.388946)
C (-4.368724, -2.066590, 2.368070)
C (-3.422356, -3.065340, 2.215053)
C (-2.635174, -3.098254, 1.077209)
C (-2.796313, -2.138892, 0.093524)
H (-2.172807, -2.171697, -0.789216)
H (-1.891982, -3.871481, 0.952774)
H (-3.295656, -3.814024, 2.982374)
H (-4.982555, -2.033142, 3.255589)
H (-5.256524, -0.317546, 1.514963)
H (-4.398785, 0.804891, -0.391308)
H (-4.566183, -0.463926, -1.627390)
S (-1.851942, 1.569383, 0.845398)
C (-0.437029, 2.721848, 1.072015)
C (-0.320827, 3.743104, -0.046582)
H (-0.104017, 3.264695, -0.998163)
H (-1.248912, 4.304261, -0.136815)
H (0.483127, 4.437240, 0.190154)
C (0.866063, 1.972267, 1.360100)
O (1.370469, 2.036943, 2.460917)
N (1.369696, 1.295202, 0.302061)
C (2.537096, 0.550078, 0.255594)
N (2.728530, -0.051753, -0.914979)
C (3.806943, -0.784245, -1.095603)
C (4.761918, -0.955758, -0.103012)
C (4.572524, -0.333871, 1.125072)
C (3.441210, 0.434824, 1.315337)
H (3.252322, 0.933611, 2.250671)
H (5.298781, -0.450698, 1.914580)
Cl (6.162061, -1.925232, -0.389538)
H (3.910803, -1.248165, -2.066341)
H (0.824082, 1.255411, -0.575326)
H (-0.714796, 3.219029, 2.007303)
H (-3.764775, -0.174206, -4.012619)
H (-3.155626, -1.703801, -3.360755)
H (-2.206172, -0.811137, -4.564092)

Forces on atoms 1 to 3 (eV/Å):
C -0.0790 0.0029 0.0463
C -0.0301 0.0440 0.0449
N -0.1074 -0.4889 -1.0699



No. 6
Here is a 3-piece molecular cluster, C18H18F21NO5P2 overall from the OMol25 dataset. Energies are from the ωB97M-V functional and the def2-TZVPD basis.

Results
structure (SMILES): N[PH2](C(F)(F)c1cccc(C(F)(F)F)c1)P(=O)(O)O.FC(F)C(F)(F)COC(F)(F)C(F)F.FC(F)C(F)(F)COC(F)(F)C(F)F
HOMO level: -0.3456 Eh

CARTESIAN COORDINATES (ANGSTROEM)
N (1.563400, 2.630700, -1.789623)
P (0.419060, 3.211668, -0.518036)
C (0.109917, 1.440361, 0.157764)
F (-1.060506, 0.906101, -0.634167)
F (-0.371253, 1.426323, 1.588555)
C (1.406264, 0.440380, 0.069791)
C (2.944554, 0.788346, 0.518602)
C (4.162224, -0.342976, 0.347865)
C (3.885143, -1.860273, -0.281999)
C (2.341279, -2.211643, -0.731290)
C (1.867485, -3.664424, -1.403054)
F (2.976901, -4.636426, -1.544659)
F (0.652170, -4.232394, -0.718026)
F (1.387667, -3.303574, -2.789687)
C (1.116680, -1.088609, -0.540608)
P (-1.093266, 4.098731, 0.848639)
O (-1.436303, 5.584159, 0.329665)
O (-0.479332, 4.282159, 2.467791)
O (-2.620526, 3.221627, 0.754815)
H (1.477550, 3.364434, -2.555215)
H (2.563626, 2.715779, -1.463478)
H (-0.431889, 3.695850, -1.606751)
H (1.448751, 4.118275, -0.069063)
H (3.209661, 1.853302, 0.961294)
H (5.289901, -0.115755, 0.650579)
H (4.729118, -2.662914, -0.418438)
H (0.011881, -1.407728, -0.855563)
H (-1.070908, 3.668312, 3.026792)
H (-2.766513, 2.981986, -0.226551)
C (-1.976560, 4.163639, 8.556263)
C (-0.463554, 3.895331, 8.553953)
C (0.325626, 4.660490, 7.497046)
F (-0.074158, 4.367863, 6.238539)
F (1.645863, 4.338520, 7.559501)
F (-0.249821, 2.555304, 8.463727)
F (0.013189, 4.262050, 9.785788)
O (-2.789142, 3.214486, 7.858989)
C (-2.889591, 3.415467, 6.449401)
C (-2.240978, 2.287817, 5.637260)
F (-0.932937, 2.123929, 5.956034)
F (-2.284397, 2.556009, 4.304505)
F (-2.399874, 4.640647, 6.141123)
F (-4.221810, 3.469092, 6.176811)
H (-2.303727, 4.082186, 9.600339)
H (-2.219722, 5.195352, 8.274846)
H (0.242330, 5.740441, 7.643979)
H (-2.751183, 1.336480, 5.812672)
C (0.309302, -5.780612, -5.765213)
C (1.251832, -5.039832, -6.726494)
C (0.960695, -3.552732, -6.897069)
F (-0.278027, -3.319790, -7.387583)
F (1.829677, -2.993511, -7.781791)
F (1.264712, -5.686470, -7.922817)
F (2.521332, -5.167601, -6.225266)
O (-0.780593, -6.486900, -6.365762)
C (-1.928294, -5.694527, -6.669653)
C (-2.192068, -5.577733, -8.175856)
F (-1.126045, -5.061550, -8.836611)
F (-3.241639, -4.749857, -8.426988)
F (-1.810494, -4.491801, -6.056874)
F (-2.978078, -6.316604, -6.067189)
H (0.908617, -6.566141, -5.288209)
H (-0.022076, -5.148189, -4.932755)
H (1.063953, -3.016846, -5.949976)
H (-2.415094, -6.556183, -8.610616)

Forces on atoms 1 to 3 (eV/Å):
N 0.5145 1.4391 -0.1749
P 0.8836 -0.0278 -2.0393
C -0.4778 -2.8465 1.2883